Molecular formula: C15H38FN2O5Pb
Method: DFT, ωB97M-V/def2-TZVPD

Each line ends with the natural charge from an NBO analysis.
Positions of all 62 atoms, in Å:
Pb 2.029 0.412 2.099  1.611
F 0.836 0.470 0.127  -0.839
C 2.812 -1.437 -2.556  -0.647
C 3.830 -1.021 -1.520  0.091
C 4.920 -0.091 -2.107  -0.619
O 3.307 -0.346 -0.374  -0.792
H 1.996 -1.981 -2.061  0.200
H 3.250 -2.112 -3.287  0.240
H 2.251 -0.633 -3.037  0.223
H 4.495 -1.846 -1.245  0.169
H 5.608 -0.629 -2.759  0.214
H 5.489 0.427 -1.337  0.217
H 4.455 0.697 -2.706  0.205
H 2.358 -0.167 -0.526  0.510
C 0.796 3.919 2.459  -0.251
O 0.569 2.498 2.543  -0.611
C -0.808 2.262 2.943  -0.080
C -1.016 0.828 3.436  -0.249
N -0.444 -0.131 2.495  -0.704
C -0.582 -1.521 2.899  -0.254
C 0.042 -2.412 1.831  -0.072
O 1.410 -2.017 1.787  -0.612
C 2.244 -2.964 1.094  -0.263
H 0.265 4.435 3.255  0.197
H 0.505 4.246 1.461  0.203
H 1.863 4.094 2.585  0.200
H -1.366 2.492 2.032  0.209
H -1.108 2.871 3.796  0.204
H -2.061 0.543 3.579  0.219
H -0.543 0.790 4.421  0.203
H -0.674 0.085 1.526  0.435
H -1.613 -1.869 3.049  0.208
H -0.159 -1.718 3.887  0.213
H -0.409 -2.212 0.859  0.202
H -0.101 -3.464 2.082  0.208
H 2.378 -3.846 1.725  0.193
H 3.250 -2.547 1.065  0.212
H 1.943 -3.249 0.088  0.202
C -4.402 3.489 -0.875  -0.255
O -3.140 3.354 -0.267  -0.552
C -2.143 2.851 -1.154  -0.057
C -2.402 1.414 -1.603  -0.253
N -1.127 0.906 -2.122  -0.631
C -1.229 -0.444 -2.704  -0.225
C -1.197 -1.544 -1.627  -0.081
O -1.442 -2.804 -2.211  -0.533
C -1.534 -3.840 -1.248  -0.253
H -4.872 2.513 -1.058  0.160
H -4.263 3.971 -1.848  0.171
H -5.141 3.981 -0.247  0.201
H -1.204 2.880 -0.599  0.171
H -2.078 3.570 -1.976  0.180
H -3.253 1.356 -2.278  0.205
H -2.642 0.843 -0.693  0.149
H -0.501 0.927 -1.323  0.376
H -0.368 -0.578 -3.357  0.197
H -2.189 -0.464 -3.215  0.203
H -1.998 -1.314 -0.911  0.149
H -0.215 -1.499 -1.141  0.155
H -0.565 -4.112 -0.815  0.154
H -1.815 -4.716 -1.832  0.210
H -2.294 -3.597 -0.503  0.166

Atoms 1-2, force components in eV/Å:
Pb -1.420 -0.265 -1.568
F 0.766 0.046 1.170

Summary:
Energy (hartree): -1372.4726
Maximum force (eV/A): 2.8
Total charge: +1
HOMO energy (eV): -10.9
Gap between HOMO and LUMO (eV): 7.35
Energy relative to the best compared isomer or geometry (same formula, charge and spin) (kcal per mole): 0.0

Molecular formula: C15H38GaN2O5
Method: DFT, ωB97M-V/def2-TZVPD

Each line ends with the natural charge from an NBO analysis.
Positions of all 61 atoms, in Å:
C -1.733 1.985 1.660  -0.421
N -1.264 2.147 0.287  -0.503
C -1.212 3.550 -0.104  -0.406
C -2.000 1.360 -0.670  0.701
O -3.082 0.882 -0.378  -0.625
C -1.322 1.183 -1.985  -0.957
Ga -1.361 -0.747 -2.719  0.872
C 0.193 -1.896 -2.041  -0.882
C 1.315 -1.140 -1.290  -0.406
C 1.549 -1.734 0.088  -0.204
N 2.614 -1.023 0.827  -0.842
H -2.197 2.901 2.039  0.168
H -0.884 1.774 2.314  0.175
H -2.459 1.186 1.753  0.235
H -0.909 3.648 -1.142  0.214
H -2.196 4.028 0.006  0.162
H -0.512 4.082 0.540  0.190
H -1.880 1.785 -2.708  0.235
H -0.313 1.592 -1.933  0.206
H -2.746 -1.513 -2.388  -0.336
H -1.280 -0.638 -4.344  -0.354
H -0.234 -2.646 -1.377  0.206
H 0.619 -2.394 -2.912  0.197
H 2.257 -1.252 -1.834  0.185
H 1.124 -0.067 -1.207  0.178
H 1.879 -2.767 -0.042  0.171
H 0.602 -1.756 0.638  0.159
H 2.353 -0.044 0.884  0.343
H 2.613 -1.346 1.788  0.337
C 0.264 -5.568 -2.955  -0.250
O -0.909 -5.061 -2.358  -0.544
C -2.053 -5.151 -3.194  -0.097
C -2.954 -6.278 -2.750  -0.087
O -2.356 -7.557 -2.951  -0.557
C -1.831 -8.114 -1.766  -0.250
H 1.041 -5.574 -2.192  0.187
H 0.120 -6.587 -3.329  0.163
H 0.590 -4.921 -3.777  0.174
H -1.761 -5.281 -4.240  0.170
H -2.595 -4.203 -3.109  0.220
H -3.875 -6.253 -3.340  0.178
H -3.220 -6.144 -1.698  0.174
H -2.636 -8.393 -1.075  0.158
H -1.151 -7.421 -1.263  0.183
H -1.281 -9.013 -2.041  0.180
C 4.136 5.246 3.564  -0.253
O 3.369 6.018 4.470  -0.553
C 2.576 7.008 3.836  -0.087
C 1.128 6.585 3.733  -0.086
O 0.968 5.494 2.847  -0.550
C 0.783 4.251 3.502  -0.256
H 4.592 4.437 4.130  0.190
H 3.514 4.820 2.773  0.184
H 4.929 5.852 3.113  0.163
H 2.968 7.232 2.839  0.174
H 2.641 7.919 4.440  0.177
H 0.543 7.422 3.337  0.180
H 0.739 6.339 4.726  0.173
H -0.193 4.220 3.998  0.168
H 1.571 4.063 4.236  0.173
H 0.810 3.472 2.744  0.202

Atoms 1-2, force components in eV/Å:
C 0.318 0.334 0.236
N -0.576 -0.387 0.166

Summary:
Energy (hartree): -3004.7132
Maximum force (eV/A): 0.9
Total charge: -1
HOMO energy (eV): -4.5
Gap between HOMO and LUMO (eV): 6.98

Molecular formula: C15H39AlBeBr3ClFN3O8P2
Method: DFT, ωB97M-V/def2-TZVPD

Each line ends with the Löwdin charge.
Positions of all 74 atoms, in Å:
N -2.709 -2.648 0.118  -0.136
P -1.805 -3.729 1.067  0.922
O -0.285 -3.628 0.393  -0.395
C -1.663 -2.867 2.761  -0.381
C -0.296 -3.144 3.448  -0.093
N 0.431 -1.803 3.444  0.033
C -0.252 -1.023 2.375  -0.304
C 0.341 0.344 1.992  -0.170
C -0.369 1.676 2.273  -0.316
C -0.113 2.608 1.091  -0.649
Br -1.088 4.259 1.342  0.586
C -1.714 -1.320 2.754  -0.264
H -2.211 -1.767 -0.054  0.042
H -3.520 -2.354 0.665  0.063
H -0.222 -2.903 -0.260  -0.065
H -2.405 -3.347 3.400  0.112
H -0.468 -3.365 4.498  0.133
H 0.319 -3.861 2.906  0.116
H 0.218 -1.311 4.317  0.179
H 1.455 -1.930 3.379  -0.013
H -0.033 -1.643 1.505  0.060
H 1.332 0.392 2.451  0.082
H 0.522 0.299 0.912  0.072
H -1.445 1.601 2.428  0.005
H 0.099 2.148 3.140  0.112
H -0.485 2.139 0.178  0.056
H 0.962 2.775 0.975  0.060
H -2.484 -0.819 2.175  0.051
H -1.884 -1.075 3.819  -0.062
Cl -3.580 4.920 2.239  -0.417
Be -2.830 0.485 3.955  0.478
Br 3.058 -1.846 1.914  0.265
O -2.454 -6.282 -0.809  -0.285
P -3.911 -6.305 -1.238  -0.166
O -4.163 -5.278 -2.335  -0.179
O -4.776 -5.956 -0.031  -0.211
O -4.269 -7.677 -1.790  -0.174
C 5.466 -2.417 -2.223  -0.018
C 5.120 -1.511 -1.055  -0.376
C 5.708 -0.098 -1.130  -0.170
O 7.086 -0.128 -0.841  -0.187
C 7.978 -0.200 -1.961  -0.053
N 5.676 -2.111 0.195  0.170
H 6.515 -2.718 -2.193  0.090
H 4.859 -3.325 -2.212  0.072
H 5.277 -1.912 -3.168  0.109
H 4.010 -1.447 -0.960  -0.057
H 5.242 0.519 -0.356  0.142
H 5.491 0.366 -2.095  0.142
H 7.527 0.236 -2.853  0.099
H 8.270 -1.232 -2.163  0.083
H 8.869 0.365 -1.700  0.099
H 5.526 -3.117 0.268  0.165
H 5.290 -1.679 1.045  0.028
H 6.687 -1.908 0.190  0.167
Al 1.981 -1.925 -0.526  0.758
C -5.344 6.927 -2.155  -0.298
C -4.003 6.455 -1.605  -0.188
C -4.357 5.032 -1.216  -0.182
O -5.371 4.609 -2.114  -0.019
C -5.870 5.682 -2.815  -0.184
H -5.275 7.763 -2.839  0.056
H -6.026 7.200 -1.320  0.094
H -3.248 6.464 -2.397  0.120
H -3.625 7.045 -0.773  0.080
H -4.765 4.985 -0.190  0.080
H -3.518 4.337 -1.275  0.120
H -5.529 5.598 -3.862  0.176
H -7.038 5.607 -2.812  0.134
O 2.546 -4.241 -2.847  -0.096
H 2.103 -4.165 -3.700  0.059
H 2.671 -5.190 -2.726  0.058
F -8.193 4.789 -2.087  -0.410
Br -5.037 9.581 -0.928  -0.012

Atoms 1-2, force components in eV/Å:
N 0.732 0.960 0.516
P -1.167 -2.149 0.453

Summary:
Energy (hartree): -10582.4982
Maximum force (eV/A): 2.5
Total charge: 0
HOMO energy (eV): -6.8
Gap between HOMO and LUMO (eV): 2.64

> Among the records above, which one has the highest total charge?

C15H38FN2O5Pb